Record 1
Density functional theory data (wB97M-V/def2-TZVPD) for 13 unconnected molecules or ions with the total composition C53H108N11O13.

The geometry in XYZ format:
```
185
Properties=species:S:1:pos:R:3:mulliken_charge:R:1
C 4.985 -0.719 3.234 -0.881
C 5.503 0.590 2.672 -0.521
N 6.278 1.331 3.673 0.268
C 7.642 1.344 3.729 -0.383
C 8.005 1.950 4.897 -0.429
N 6.822 2.240 5.584 0.157
C 5.809 1.748 4.854 0.037
C 6.694 2.659 6.977 -0.841
H 5.788 -1.384 3.544 0.384
H 4.372 -1.288 2.512 0.358
H 4.340 -0.429 4.075 0.172
H 4.717 1.258 2.361 0.326
H 6.123 0.521 1.789 0.290
H 8.319 0.942 3.007 0.421
H 8.892 2.402 5.341 0.458
H 4.781 1.706 5.160 0.240
H 5.639 2.552 7.265 0.290
H 6.892 3.758 6.992 0.322
H 7.455 2.064 7.507 0.368
C -3.475 -5.225 0.802 -1.137
C -4.146 -3.918 1.152 0.089
N -4.727 -3.313 -0.042 0.534
C -4.116 -2.474 -1.035 0.240
C -4.952 -2.494 -2.069 -1.205
N -6.025 -3.290 -1.752 0.252
C -5.838 -3.726 -0.496 -0.240
C -7.176 -3.620 -2.597 -0.810
H -4.195 -6.045 0.517 0.360
H -2.938 -5.625 1.639 0.369
H -2.811 -5.042 -0.041 0.214
H -3.310 -3.319 1.571 -0.544
H -4.982 -4.156 1.827 0.481
H -3.130 -2.093 -0.748 0.121
H -4.784 -2.019 -3.040 0.573
H -6.488 -4.324 0.085 0.518
H -8.085 -3.907 -2.033 0.322
H -6.908 -4.415 -3.232 0.356
H -7.487 -2.766 -3.190 0.346
C 1.533 -2.385 5.975 -1.233
C 0.605 -2.977 4.906 -0.054
N -0.738 -2.332 4.987 0.370
C -1.010 -0.999 5.185 -0.278
C -2.346 -0.915 5.263 -1.426
N -2.846 -2.197 5.153 0.220
C -1.830 -3.032 4.997 -0.171
C -4.295 -2.545 5.220 -0.681
H 2.557 -2.756 6.071 0.393
H 1.031 -2.612 6.897 0.367
H 1.617 -1.320 5.858 0.228
H 0.424 -4.094 4.916 0.420
H 0.959 -2.778 3.872 -0.017
H -0.158 -0.332 5.160 0.315
H -2.910 -0.047 5.429 1.191
H -1.910 -4.085 4.803 0.488
H -4.289 -3.650 5.204 0.336
H -4.796 -2.157 4.337 0.155
H -4.707 -2.141 6.099 0.301
C 0.649 0.282 -1.397 -0.586
C 1.296 0.997 -0.248 -0.838
C 0.412 0.821 0.974 0.205
N -0.442 2.014 1.251 0.300
C 0.392 3.163 1.657 -0.831
C -1.367 1.511 2.318 -0.417
C -2.732 1.139 1.611 0.929
C -2.478 1.450 0.132 -0.682
C -1.346 2.485 0.066 -0.526
H 0.394 -0.805 -1.208 -0.182
H 1.238 0.302 -2.326 0.642
H -0.273 0.818 -1.782 -0.130
H 1.382 2.090 -0.451 0.218
H 2.337 0.677 -0.174 0.343
H 0.960 0.613 1.906 0.400
H -0.296 -0.053 0.789 -0.318
H 0.874 3.636 0.762 0.429
H 1.150 2.846 2.389 -0.278
H -0.228 3.919 2.101 0.666
H -1.548 2.273 3.091 0.246
H -0.780 0.729 2.751 -0.059
H -3.585 1.725 2.001 -0.072
H -2.902 0.067 1.786 -0.272
H -3.396 1.878 -0.283 0.717
H -2.345 0.541 -0.400 -0.243
H -1.734 3.475 0.370 0.333
H -0.690 2.510 -0.811 0.518
C 5.907 -6.114 -5.231 -1.409
C 4.950 -5.762 -6.329 -0.019
C 4.672 -4.250 -6.104 -0.771
N 3.752 -3.525 -7.071 0.361
C 4.169 -3.718 -8.486 -1.011
C 3.668 -2.037 -6.696 -1.000
C 2.336 -1.576 -7.228 0.022
C 1.609 -2.825 -7.699 -0.511
C 2.289 -3.950 -6.973 -0.533
H 6.924 -5.902 -5.419 0.396
H 5.941 -7.209 -5.079 0.384
H 5.629 -5.717 -4.238 0.339
H 4.048 -6.387 -6.357 0.326
H 5.455 -5.830 -7.327 0.222
H 5.593 -3.697 -5.941 0.389
H 4.093 -4.170 -5.179 0.183
H 3.527 -3.178 -9.191 0.409
H 4.212 -4.769 -8.852 0.326
H 5.166 -3.252 -8.549 0.386
H 4.536 -1.521 -6.973 0.494
H 3.594 -2.158 -5.628 0.361
H 2.390 -0.787 -8.005 0.433
H 1.813 -1.269 -6.343 0.097
H 1.646 -2.971 -8.809 0.352
H 0.521 -2.849 -7.462 0.139
H 2.229 -4.932 -7.426 0.474
H 2.010 -3.920 -5.936 0.175
C 3.788 10.005 -4.757 -0.940
C 3.654 8.556 -4.222 0.696
O 4.282 8.106 -3.289 -0.603
N 2.758 7.709 -4.849 -0.347
H -3.062 6.186 0.901 0.326
H 2.580 7.970 -5.807 0.272
C 3.173 6.225 -4.752 -0.888
H 2.806 10.266 -5.292 0.301
H 4.661 10.124 -5.446 0.255
H 3.757 10.702 -3.912 0.292
H 3.602 6.144 -3.786 0.377
H 3.996 5.997 -5.429 0.295
H 2.335 5.582 -4.822 0.290
C -2.407 0.379 -5.612 -1.316
C -2.733 -1.107 -5.546 0.970
O -2.781 -1.794 -4.545 -0.559
N -2.889 -1.709 -6.776 -0.176
H -3.097 -1.102 -7.516 0.257
H -1.392 -3.166 -4.773 0.238
C -3.326 -3.081 -6.974 -0.933
H -1.782 0.580 -6.514 0.436
H -1.794 0.705 -4.759 0.176
H -3.318 1.008 -5.717 0.367
H -2.622 -3.936 -6.950 0.223
H -3.974 -3.071 -7.841 0.439
H -4.010 -3.283 -6.153 0.255
C -2.520 3.456 7.669 -1.352
C -3.777 3.241 6.834 0.852
O -3.758 2.363 5.954 -0.656
N -4.757 4.025 7.109 -0.135
H -4.819 1.684 5.180 0.567
H -4.807 4.548 7.932 0.199
C -5.982 3.868 6.258 -0.871
H -1.671 3.213 7.136 0.227
H -2.510 2.774 8.479 0.355
H -2.464 4.431 8.122 0.410
H -5.639 3.850 5.267 0.247
H -6.612 4.751 6.258 0.377
H -6.540 3.010 6.484 0.327
C 1.448 3.001 5.005 -0.847
C 2.015 1.611 4.981 0.607
O 1.275 0.748 4.456 -0.370
O 3.094 1.282 5.438 -0.862
H 0.412 2.912 4.736 -0.040
H 1.933 3.605 4.230 0.289
H 1.573 3.546 5.973 0.369
C 1.141 -3.389 -2.927 -0.556
C 0.384 -3.017 -4.153 1.122
O -0.681 -3.733 -4.264 -0.596
O 0.763 -2.199 -4.978 -0.653
H 0.642 -2.864 -2.125 -0.463
H 2.179 -3.136 -3.044 0.307
H 1.018 -4.419 -2.733 0.497
C 0.055 -4.047 0.666 -1.482
C -1.005 -2.933 0.843 0.400
O -1.364 -2.596 1.985 -0.258
O -1.449 -2.500 -0.252 -0.269
H 0.218 -4.611 1.581 0.334
H 1.044 -3.710 0.344 0.307
H -0.313 -4.694 -0.150 0.312
C -0.232 7.613 0.729 -0.691
C -1.643 7.374 0.453 0.624
O -2.428 8.154 -0.181 -0.572
O -2.037 6.177 0.970 -0.378
H 0.299 8.210 -0.050 0.316
H 0.315 6.677 0.810 0.118
H -0.141 8.204 1.633 0.259
C -6.599 0.557 2.569 -1.316
C -5.473 0.636 3.608 0.591
O -5.724 1.652 4.461 -0.562
O -4.537 -0.137 3.656 -0.164
H -6.932 1.595 2.495 0.406
H -7.418 -0.032 2.930 0.373
H -6.178 0.309 1.592 0.274
```

## Properties
Energy relative to the best compared isomer or geometry (same formula, charge and spin)   0.416 eV
Gap between HOMO and LUMO   8.57 eV
Net charge   +3
Spin multiplicity   1

=====

Record 2
Density functional theory data (wB97M-V/def2-TZVPD) for a molecular structure, C13H31F3MgNO6PSSi2.

The geometry in XYZ format:
```
59
Properties=species:S:1:pos:R:3:mulliken_charge:R:1
C -0.278 5.181 1.833 -1.041
C -1.051 5.034 0.489 -0.434
O -1.058 3.676 0.047 -0.240
C -0.135 3.416 -1.006 -0.909
C -0.646 2.094 -1.637 -0.508
Si -1.318 1.056 -0.196 0.476
O -1.229 -0.658 -0.406 -0.283
Si 0.221 -1.382 -0.118 -1.289
C 1.485 -0.681 -1.343 -0.406
C 2.754 -1.528 -1.645 -0.241
O 2.459 -2.841 -2.247 -0.526
C 3.782 -1.636 -0.444 -0.697
N 3.963 -2.981 0.123 -0.506
C 0.807 -1.313 1.679 1.358
C 1.540 0.036 2.035 -1.351
C -0.278 -1.737 2.722 -0.719
C -1.320 -0.651 3.088 -1.071
S -0.190 -3.551 -0.475 1.537
O -1.309 -3.985 0.278 -0.542
O 0.998 -4.419 -0.128 -0.746
C -0.670 -3.888 -2.271 0.583
F -1.955 -4.062 -2.292 -0.168
F -0.112 -5.010 -2.707 -0.260
F -0.402 -2.838 -3.025 -0.170
P -3.516 1.502 -0.029 -0.045
C -4.339 0.247 -1.153 -0.948
O -3.835 2.972 -0.762 -0.421
H -0.681 6.020 2.414 0.386
H 0.794 5.301 1.615 0.292
H -0.453 4.276 2.435 0.214
H -0.693 5.734 -0.280 0.356
H -2.093 5.322 0.710 0.330
H -0.050 4.235 -1.733 0.516
H 0.845 3.225 -0.513 0.207
H -1.511 2.342 -2.279 0.517
H 0.101 1.613 -2.286 0.486
H -0.762 1.404 1.113 -0.105
H 0.949 -0.532 -2.299 0.493
H 1.795 0.321 -1.002 0.794
H 3.303 -0.982 -2.430 0.648
H 2.375 -2.726 -3.207 0.283
H 3.540 -0.911 0.342 0.212
H 4.770 -1.346 -0.832 0.443
H 4.216 -3.665 -0.590 0.183
H 3.193 -3.271 0.730 0.439
H 1.609 -2.087 1.747 -0.026
H 1.546 0.761 1.209 0.361
H 2.603 -0.185 2.237 0.340
H 1.157 0.484 2.958 0.378
H 0.269 -1.970 3.654 0.477
H -0.830 -2.651 2.459 0.336
H -2.130 -0.561 2.345 0.168
H -1.764 -0.940 4.053 0.460
H -0.906 0.356 3.229 0.252
H -3.944 -0.767 -1.009 0.188
H -4.103 0.529 -2.200 0.288
H -5.433 0.304 -1.075 0.388
H -4.782 3.054 -0.953 0.322
Mg 2.700 -4.739 -0.975 0.943
```

## Properties
Gap between HOMO and LUMO   1.98 eV
Net charge   +2
Spin multiplicity   1

=====

Record 3
Density functional theory data (wB97M-V/def2-TZVPD) for 4 unconnected molecules or ions with the total composition C4H18NO3.

The geometry in XYZ format:
```
26
Properties=species:S:1:pos:R:3:mulliken_charge:R:1
C 0.152 1.500 -0.039 -0.569
C -0.303 0.986 -1.523 -0.642
C 0.769 1.075 -2.641 -0.575
C 1.915 0.059 -2.335 -1.302
N -0.137 0.509 0.972 -0.246
H 1.211 1.846 -0.054 0.431
H -0.297 2.459 0.340 0.275
H -0.677 0.025 -1.414 0.403
H -1.213 1.627 -1.978 0.250
H 0.264 0.820 -3.504 0.428
H 1.143 2.124 -2.574 0.302
H 2.381 0.193 -1.416 0.397
H 2.563 0.361 -3.105 0.381
H 1.714 -0.929 -2.440 0.395
H -1.013 0.055 0.810 0.374
H 0.010 0.976 1.863 0.367
H 0.568 -0.274 1.090 0.327
H -2.983 2.564 1.776 0.306
H -2.908 1.412 2.645 0.297
O -2.363 1.824 1.927 -0.590
H 1.615 -3.751 2.157 0.272
H 0.804 -2.701 2.912 0.306
O 0.913 -3.225 2.055 -0.609
H -0.046 -2.612 0.753 0.342
H -1.222 -2.306 -0.315 0.303
O -0.570 -1.996 0.378 -0.621
```

## Properties
Energy relative to the best compared isomer or geometry (same formula, charge and spin)   2.282 eV
Gap between HOMO and LUMO   11.05 eV
Net charge   +1
Spin multiplicity   1

=====

Record 4
Density functional theory data (wB97M-V/def2-TZVPD) for a single C2H4FN molecule.

The geometry in XYZ format:
```
8
Properties=species:S:1:pos:R:3:mulliken_charge:R:1
C 1.186 -0.242 0.083 0.011
C -0.207 0.269 -0.051 -0.705
N 2.275 0.581 -0.149 -0.248
F 3.383 -0.228 -0.150 -0.157
H 1.541 -1.289 0.290 0.351
H -0.172 1.148 -0.774 0.258
H -0.635 0.399 1.051 0.220
H -0.916 -0.469 -0.510 0.271
```

## Properties
Energy relative to the best compared isomer or geometry (same formula, charge and spin)   2.541 eV
Gap between HOMO and LUMO   11.25 eV
SMILES string   C/C=N/F
Net charge   0
Spin multiplicity   1

=====

Record 5
Density functional theory data (wB97M-V/def2-TZVPD) for a single C4H7NO molecule.

The geometry in XYZ format:
```
13
Properties=species:S:1:pos:R:3:mulliken_charge:R:1
C 1.853 -0.274 0.512 -1.077
C 0.758 0.584 -0.052 0.734
O 0.812 1.803 -0.007 -0.597
C -0.337 -0.105 -0.786 -0.184
C -1.759 -0.330 0.000 -0.490
N -1.552 0.600 -1.068 -0.527
H 2.562 -0.520 -0.283 0.273
H 1.466 -1.220 0.899 0.316
H 2.375 0.280 1.292 0.331
H -0.510 -1.202 -0.675 0.334
H -1.732 -0.015 1.025 0.257
H -2.499 -1.117 -0.223 0.318
H -1.437 1.517 -0.632 0.310
```

## Properties
Energy relative to the best compared isomer or geometry (same formula, charge and spin)   3.597 eV
Gap between HOMO and LUMO   9.69 eV
SMILES string   CC(=O)[C@H]1CN1
Net charge   0
Spin multiplicity   1

=====

Record 6
Density functional theory data (wB97M-V/def2-TZVPD) for 10 unconnected molecules or ions with the total composition C48H90Cl2N2O15P.

The geometry in XYZ format:
```
158
Properties=species:S:1:pos:R:3:mulliken_charge:R:1
C -0.140 -2.618 -3.182 -1.400
C 0.558 -2.820 -1.787 1.769
C 1.093 -4.257 -1.627 -1.199
C 1.743 -4.604 -0.237 -1.698
C 1.143 -3.898 0.963 0.196
C 1.696 -2.757 1.584 0.934
C 2.946 -2.144 0.965 -1.840
C 2.631 -0.870 0.069 -0.747
C 3.557 -0.772 -1.179 -1.038
C 2.869 0.206 -2.194 -0.107
O 2.332 1.294 -1.440 -0.600
C 1.080 -2.212 2.735 0.381
C 1.785 -0.992 3.283 0.301
C 3.187 -1.235 3.978 -1.958
C 3.680 -2.696 4.087 0.402
C 5.079 -2.651 4.788 -1.558
N -0.061 -2.700 3.260 0.336
C -0.822 -2.201 4.429 -0.003
Cl -2.223 -1.293 3.717 0.019
C -0.285 -1.355 5.611 -0.294
C 1.087 -1.732 6.228 -0.918
Cl -0.541 0.448 5.517 -0.112
C -0.675 -3.775 2.634 1.051
P -2.304 -4.578 3.050 1.144
O -3.157 -4.335 1.889 -0.729
O -2.054 -6.170 3.297 -0.542
O -3.128 -4.079 4.314 -0.396
C -0.092 -4.380 1.542 0.487
C -0.668 -5.597 0.830 -1.546
O 0.101 -6.727 1.328 -0.171
N -0.070 -7.843 0.467 0.091
O -0.598 -8.713 1.028 -0.281
H -0.131 -3.529 -3.796 0.417
H -1.140 -2.194 -3.023 0.305
H 0.425 -1.856 -3.747 0.327
H -0.163 -2.596 -0.986 0.296
H 1.426 -2.154 -1.798 -1.358
H 1.897 -4.377 -2.377 0.416
H 0.337 -5.008 -1.917 0.508
H 2.828 -4.485 -0.329 0.687
H 1.602 -5.690 -0.102 0.433
H 3.693 -1.808 1.690 0.287
H 3.476 -2.833 0.296 0.762
H 1.559 -0.830 -0.170 0.217
H 2.843 0.024 0.679 0.963
H 3.676 -1.786 -1.595 0.378
H 4.512 -0.330 -0.850 0.447
H 2.022 -0.342 -2.635 -0.052
H 3.578 0.606 -2.926 0.343
H 1.379 1.344 -1.581 0.349
H 1.211 -0.309 3.918 0.303
H 2.013 -0.377 2.396 -0.479
H 3.250 -0.802 4.984 0.549
H 3.959 -0.700 3.395 0.657
H 3.857 -3.210 3.133 0.183
H 3.066 -3.362 4.715 0.264
H 4.996 -2.230 5.805 0.361
H 5.462 -3.675 4.914 0.405
H 5.811 -2.091 4.184 0.337
H -1.179 -3.103 4.942 0.157
H -0.981 -1.563 6.441 0.417
H 1.754 -0.867 6.208 0.282
H 1.467 -2.623 5.711 0.106
H 0.985 -2.014 7.288 0.466
H -1.159 -6.248 3.673 0.404
H -2.774 -4.360 5.184 0.465
H -0.552 -5.551 -0.266 -0.031
H -1.718 -5.830 1.016 0.725
C -2.499 -4.682 9.159 -0.694
C -3.055 -5.498 8.028 0.690
O -3.005 -5.108 6.875 -0.599
C -3.679 -6.818 8.377 -1.053
H -2.080 -3.755 8.766 0.112
H -3.294 -4.440 9.864 0.136
H -1.709 -5.238 9.665 0.344
H -4.521 -6.662 9.052 0.234
H -2.940 -7.465 8.850 0.335
H -4.039 -7.300 7.469 0.322
C -2.900 1.824 -0.991 -1.256
C -1.563 1.329 -0.520 0.757
O -0.691 0.999 -1.298 -0.518
C -1.343 1.256 0.971 -0.563
H -2.920 1.824 -2.080 0.306
H -3.690 1.170 -0.625 0.307
H -3.067 2.839 -0.636 0.350
H -2.067 0.576 1.420 0.157
H -1.443 2.250 1.411 0.434
H -0.337 0.883 1.170 -0.042
C 2.612 2.343 -7.254 -0.924
C 2.639 2.264 -5.754 0.841
O 2.579 1.201 -5.170 -0.557
C 2.746 3.564 -4.997 -0.879
H 2.534 1.339 -7.668 0.253
H 1.748 2.927 -7.580 0.353
H 3.532 2.801 -7.619 0.215
H 1.890 4.200 -5.226 0.231
H 3.672 4.076 -5.266 0.349
H 2.756 3.360 -3.926 0.179
C -7.263 4.187 0.568 -1.006
C -6.291 3.092 0.911 0.746
O -5.254 2.947 0.297 -0.488
C -6.660 2.177 2.052 -1.002
H -6.875 4.766 -0.268 0.184
H -8.219 3.757 0.280 0.340
H -7.393 4.850 1.426 0.380
H -7.594 1.660 1.828 0.325
H -6.766 2.754 2.972 0.326
H -5.873 1.436 2.190 0.208
C -6.539 -4.250 11.949 -1.075
C -5.557 -5.367 12.192 0.784
O -4.587 -5.523 11.481 -0.490
C -5.831 -6.284 13.356 -1.127
H -6.221 -3.670 11.084 0.266
H -7.530 -4.661 11.752 0.324
H -6.576 -3.591 12.819 0.347
H -6.791 -6.783 13.219 0.338
H -5.837 -5.713 14.286 0.336
H -5.048 -7.039 13.413 0.291
C -10.829 3.926 -3.424 -1.101
C -9.486 3.970 -2.740 0.765
O -9.375 3.758 -1.553 -0.516
C -8.286 4.291 -3.596 -0.988
H -11.599 3.685 -2.693 0.298
H -11.055 4.897 -3.866 0.326
H -10.827 3.157 -4.198 0.324
H -8.402 5.278 -4.045 0.322
H -8.175 3.538 -4.378 0.331
H -7.390 4.289 -2.977 0.202
C 7.368 1.523 -8.619 -1.143
C 6.506 2.759 -8.680 0.707
O 5.302 2.693 -8.540 -0.576
C 7.203 4.071 -8.922 -0.958
H 6.739 0.652 -8.440 0.302
H 7.894 1.389 -9.566 0.336
H 8.087 1.611 -7.804 0.331
H 7.718 4.046 -9.877 0.334
H 7.914 4.269 -8.121 0.343
H 6.464 4.872 -8.942 0.268
C -0.568 8.109 -5.457 -1.106
C 0.763 7.574 -4.989 0.861
O 1.616 7.231 -5.775 -0.540
C 0.985 7.484 -3.499 -1.111
H -0.590 8.119 -6.545 0.302
H -1.375 7.471 -5.094 0.310
H -0.709 9.129 -5.093 0.332
H 0.245 6.819 -3.051 0.299
H 0.912 8.477 -3.050 0.385
H 1.979 7.085 -3.306 0.278
C 9.018 6.927 -11.999 -1.118
C 9.046 6.838 -10.494 0.809
O 8.984 5.772 -9.923 -0.506
C 9.154 8.133 -9.730 -1.135
H 8.939 5.926 -12.419 0.292
H 8.156 7.513 -12.322 0.330
H 9.938 7.388 -12.363 0.341
H 8.298 8.772 -9.954 0.330
H 10.080 8.647 -9.995 0.351
H 9.163 7.922 -8.662 0.291
```

## Properties
Gap between HOMO and LUMO   6.60 eV
Net charge   +1
Spin multiplicity   1

=====

no.,E_LUMO (eV),HOMO energy (eV),total energy (a.u.)
1,-4.612,-13.180,-3663.9448
2,-9.807,-11.786,-2837.8170
3,-3.044,-14.095,-443.3836
4,0.896,-10.357,-233.1178
5,0.822,-8.863,-286.4994
6,-3.533,-10.129,-4382.5010